Density functional theory data (ωB97M-V/def2-TZVPD) for a 14-piece molecular cluster, C5H37NO14S overall at a distorted geometry.

Its LUMO energy is -0.237 eV. As for the multiplicity: 1. As for the charge: 0. The calculation puts the total energy at -46773.24946 eV.

CARTESIAN COORDINATES (ANGSTROEM)
H: -0.170 -1.562 3.288
H: -0.096 -4.113 -0.634
H: -1.738 -0.295 -1.944
H: -3.481 -1.284 3.445
H: 0.072 -2.429 -3.285
H: -0.134 0.151 -4.144
O: 2.790 1.234 0.382
O: -2.864 0.376 0.676
H: 0.250 -0.993 -5.298
H: 2.525 1.302 -2.654
H: -3.156 2.357 2.955
C: 0.256 -0.506 2.789
H: 1.600 1.341 -1.341
O: 0.060 -3.347 -3.212
O: 3.146 3.873 1.428
H: -0.763 -3.287 -2.788
O: 0.410 3.338 1.394
H: -3.215 -0.438 2.138
H: -2.552 -1.069 -0.848
S: -0.282 -4.982 0.419
H: -2.108 1.617 -4.174
H: 2.744 -0.744 -2.073
H: -0.720 -2.375 0.825
H: 0.055 -1.691 -0.596
H: -4.351 1.458 2.766
O: -1.273 1.255 2.504
O: -3.444 -0.382 3.182
N: 0.263 -0.603 1.315
O: 0.452 -0.590 -4.392
H: 0.416 2.409 1.377
H: 0.769 0.121 0.740
C: 0.967 -4.071 1.461
H: 2.870 2.208 0.440
C: 1.383 -2.714 0.803
C: 0.177 -1.800 0.517
H: 0.672 2.784 -2.607
O: 1.884 1.833 -2.102
H: -3.059 1.188 1.217
O: -3.963 2.320 2.416
H: 2.043 -2.211 1.614
O: -0.076 3.471 -2.834
H: 3.418 0.753 0.920
O: -1.968 -1.100 -1.582
H: 1.966 -2.799 -0.188
O: -1.297 1.249 -3.673
H: -1.996 0.376 0.711
H: -0.335 3.516 -1.774
H: -0.478 0.688 4.284
H: 1.176 -0.365 3.285
C: -0.523 0.652 3.256
H: 3.037 3.499 2.314
H: -0.390 3.731 1.702
H: 0.540 -3.943 2.435
H: -0.756 1.971 -3.400
H: 1.960 -4.654 1.690
H: 2.269 4.190 1.193
H: 2.094 -0.497 -3.448
O: 2.922 -0.418 -2.891

***

Density functional theory data (ωB97M-V/def2-TZVPD) for a 14-piece molecular cluster, C5H37NO15 overall at a distorted geometry.

Its LUMO energy is 0.246 eV. As for the multiplicity: 1. As for the charge: 0. The calculation puts the total energy at -37989.95451 eV.

CARTESIAN COORDINATES (ANGSTROEM)
O: 1.899 1.041 3.125
H: 2.364 -2.867 1.362
H: -0.873 0.957 2.611
H: 0.601 3.951 3.329
H: 1.534 2.572 -3.618
H: 0.804 1.182 -3.550
O: -2.034 4.022 -1.454
H: 1.214 2.627 2.838
H: 1.501 0.358 3.698
O: 0.681 -0.516 -4.116
O: 0.925 3.517 2.525
H: -2.907 -0.723 0.831
H: -0.559 0.875 -0.378
H: 4.489 0.206 -0.918
H: -2.629 2.673 -0.371
O: 0.235 4.043 0.063
H: 1.032 -0.374 -1.431
H: -1.649 -4.208 -0.166
H: 2.935 -1.540 -1.322
C: -0.520 -0.164 -0.060
C: 0.623 -0.958 -0.623
H: 0.555 3.942 0.964
H: 0.713 3.358 -0.422
H: -0.079 -1.129 -4.059
C: 1.465 -2.272 1.187
O: -1.238 1.745 2.183
O: 1.422 -4.011 -0.841
O: -1.700 -0.720 -0.676
H: -2.362 -0.040 -0.675
O: -3.005 1.903 0.141
H: -0.573 -1.402 2.658
H: 3.768 0.498 0.750
H: -0.617 2.496 2.201
H: 0.256 -1.845 -1.129
O: 0.357 -2.541 1.628
H: 1.538 -4.225 -1.781
H: -1.550 -2.873 -2.647
H: 0.797 -0.427 -5.062
H: -0.613 -0.132 1.007
N: 1.684 -1.246 0.307
O: -1.404 -2.058 -3.154
H: 1.817 0.629 2.245
H: 0.464 -3.795 -0.754
H: -1.226 4.078 -0.880
H: 3.669 -1.881 0.259
H: -1.466 -2.663 -0.416
C: 3.600 0.219 -0.280
H: 2.961 0.910 -0.809
C: 3.041 -1.204 -0.295
H: -1.672 -0.590 2.944
O: -1.390 -3.551 -0.833
H: -1.640 -1.352 -2.529
H: -3.474 -0.049 2.113
O: -3.008 -0.848 1.790
O: -0.784 -0.717 3.328
H: -2.357 1.789 0.876
O: 0.708 2.146 -3.331
H: -1.679 3.789 -2.331

***

Density functional theory data (ωB97M-V/def2-TZVPD) for a 14-piece molecular cluster, C5H37NO15 overall at a distorted geometry.

Its LUMO energy is -0.132 eV. As for the multiplicity: 1. As for the charge: 0. The calculation puts the total energy at -37984.94711 eV.

CARTESIAN COORDINATES (ANGSTROEM)
H: 3.063 1.724 2.183
O: -5.093 1.411 -0.784
H: 0.320 -0.676 -4.091
H: -0.825 0.535 1.046
H: 0.633 -0.607 2.726
H: 0.635 2.753 3.599
O: -0.839 -4.518 -1.523
H: 3.249 2.599 -2.551
H: -2.386 -1.157 1.296
O: 1.992 -1.692 -2.892
H: 4.767 -1.965 0.307
O: -0.116 2.359 3.103
H: 1.589 -2.097 1.851
O: 0.617 -0.130 -4.798
C: -0.093 1.968 -0.619
H: 0.017 -4.316 -1.089
H: -2.273 -0.726 -2.895
O: 1.615 -0.640 -0.280
H: -4.488 0.687 -1.093
C: 0.785 -1.393 1.863
H: 0.115 -0.001 -1.810
H: 2.538 -1.984 -3.662
O: -2.861 2.417 1.246
H: -4.551 1.945 -0.177
H: 0.240 2.603 -1.412
H: 0.935 1.993 -0.051
H: -2.584 -2.497 0.709
C: -2.002 0.709 -1.614
O: 4.826 -1.386 -0.468
H: -1.883 0.235 4.180
H: -2.080 -1.062 3.282
O: 3.462 1.050 -0.022
H: -2.099 1.481 -2.527
H: 4.536 -0.464 -0.212
H: 1.821 2.526 -2.551
C: 0.714 -0.775 0.539
H: 2.443 -1.176 -2.285
H: 1.524 -0.010 -4.490
H: -0.685 2.563 0.088
H: 3.307 1.527 -0.867
O: 2.569 1.981 -2.458
H: -3.438 3.277 1.062
C: -0.550 0.546 -1.083
O: -2.631 -0.475 -1.884
H: -1.502 -3.458 2.447
O: -2.504 -2.058 1.462
H: 0.002 2.465 2.192
O: 2.515 1.820 2.968
H: -0.216 -1.994 2.093
O: -1.173 -4.292 2.137
H: -1.211 -3.639 -1.512
H: -2.588 1.161 -0.699
H: -2.628 2.286 2.219
O: -2.186 -0.030 3.285
H: 3.091 0.139 -0.338
N: -0.544 -0.163 0.208
H: -1.007 -3.892 1.205
H: 3.115 2.514 3.440

***

Density functional theory data (ωB97M-V/def2-TZVPD) for a 13-piece molecular cluster, C5H38N2O13 overall at a distorted geometry.

Its LUMO energy is 0.014 eV. As for the multiplicity: 1. As for the charge: 0. The calculation puts the total energy at -35395.81263 eV.

CARTESIAN COORDINATES (ANGSTROEM)
H: 0.432 2.746 -2.401
O: -2.714 0.146 3.798
H: 4.445 -1.430 -1.422
H: -1.527 -4.632 -1.404
N: 0.235 -1.292 0.766
H: -2.548 0.172 0.477
H: -0.752 2.735 1.491
H: 2.462 -1.589 0.413
O: -0.653 1.564 2.893
O: 1.584 2.598 3.920
H: -2.882 -1.050 -0.559
H: -0.237 -1.981 1.296
H: 1.932 -1.268 2.030
H: 0.716 -1.506 -1.247
O: 5.149 -1.876 -0.984
H: -3.126 -4.082 0.009
H: 0.397 0.040 -4.746
C: 2.830 0.965 -0.276
O: -1.939 0.141 -4.392
H: -1.714 -0.678 -3.969
H: -1.378 0.138 -2.050
H: 2.013 3.463 4.012
O: -0.156 4.280 3.986
H: 0.244 4.248 4.855
H: 1.084 2.407 3.157
H: -2.553 0.489 -3.768
O: -0.196 2.456 -1.764
H: 0.214 3.776 1.715
O: 0.490 -0.563 -3.982
H: -0.496 3.395 3.989
H: -3.320 -0.151 3.051
H: -0.003 0.882 2.721
H: 0.314 -4.064 -2.901
O: -2.447 -4.753 -1.470
O: 2.175 1.298 -1.491
O: 0.047 -3.316 -2.379
H: -3.250 0.794 4.308
H: 2.361 0.751 1.967
H: -0.795 -2.252 -0.788
H: 1.050 1.135 0.807
H: -2.183 -2.774 0.412
C: -1.077 -0.024 -0.994
C: -0.185 -1.264 -0.647
H: 1.276 1.562 -1.362
O: -0.134 3.323 0.910
H: -2.746 -4.506 -2.333
H: -0.698 0.893 -0.650
H: -0.042 2.957 -0.963
C: 1.668 -1.104 1.024
H: -1.490 1.150 3.163
H: 3.496 0.178 -0.776
N: -2.499 -0.149 -0.479
H: -0.255 -2.700 -3.202
C: 1.969 0.543 0.885
H: 4.727 -2.426 -0.345
O: -3.080 -3.149 0.402
H: 3.518 1.862 -0.134
H: 0.815 0.039 -3.274